# 1
Computed, not measured: a structure of composition C29H52Cl2MgN3O4Si at a distorted geometry, with ωB97M-V with the def2-TZVPD basis set.

E_tot (Ha): -3011.4299
Frontier orbital gap (alpha / beta) (eV): 2.0 / 2.0
Maximum force (eV Å⁻¹): 5.57
Net charge: -1

Last column: Löwdin charge in e.
Atoms and positions in Å:
C -1.5890 -0.5815 -4.1973  -0.041
C -1.2007 -1.9375 -3.6776  -0.236
H -1.2091 -0.4132 -5.2127  0.062
H -1.1955 0.2061 -3.5337  0.058
H -2.6883 -0.4837 -4.2208  0.091
C -0.6560 -2.9263 -4.3984  -0.133
C -0.4080 -2.8859 -5.8683  -0.112
H -0.3666 -3.8625 -3.9126  0.099
H -0.6003 -1.9064 -6.3289  0.059
H -1.0510 -3.6236 -6.3719  0.071
H 0.6286 -3.1753 -6.1004  0.064
Mg 0.3264 0.0145 -0.4444  0.281
Cl 0.0183 2.0812 -1.4987  0.057
C -0.4920 -2.2050 1.3872  -0.240
O 0.3165 -1.3103 1.0681  -0.087
N -0.1366 -3.2246 2.1717  -0.151
C 1.2584 -3.3256 2.5826  -0.030
C -1.0564 -4.2885 2.5426  -0.051
H -1.5372 -2.1826 1.0255  0.155
H 1.7438 -2.3898 2.2987  0.089
H 1.7513 -4.1667 2.0771  0.087
H 1.3203 -3.4880 3.6647  0.078
H -2.0399 -4.0889 2.1000  0.088
H -1.1557 -4.3527 3.6365  0.084
H -0.6982 -5.2598 2.1744  0.078
H 1.1873 3.0931 4.1948  0.061
H -1.2769 4.3589 3.7196  0.037
C 1.3562 3.3893 3.1496  -0.055
C -0.8713 4.4920 2.7061  -0.126
N 0.0774 3.4052 2.4033  -0.233
H 2.0713 2.7139 2.6645  0.092
C -0.3228 2.4468 1.6259  -0.332
O 0.1729 1.1767 1.7534  -0.140
H -1.6928 4.4423 1.9835  0.055
H -1.0092 2.6211 0.8059  0.032
H 1.7549 4.4094 3.1394  0.073
H -0.3666 5.4618 2.6525  0.067
H 1.2670 -0.3470 -3.7206  0.089
H 2.3407 -2.8037 -3.5073  0.088
C 2.2120 -0.0064 -3.2680  -0.036
C 3.1959 -2.2696 -3.0599  -0.049
N 2.7316 -1.0579 -2.4028  -0.169
H 2.0159 0.9076 -2.6964  0.033
C 2.9806 -0.8605 -1.0934  -0.253
O 2.3697 -0.0237 -0.3870  -0.058
H 3.6703 -2.9083 -2.3031  0.086
H 3.7537 -1.5247 -0.6662  0.149
H 2.9366 0.1983 -4.0728  0.095
H 3.9255 -2.0232 -3.8466  0.089
O -0.4691 -1.2390 -1.6072  -0.280
C -1.3696 -2.0844 -2.1761  -0.419
C 0.0040 -4.0348 -1.3289  -0.045
C -1.2544 -3.4957 -1.5901  -0.182
H 0.8868 -3.4227 -1.5314  0.109
C 0.1161 -5.3188 -0.7866  -0.093
H -2.4078 -1.7530 -1.9819  0.141
C -2.4066 -4.2197 -1.2864  -0.034
H 1.1097 -5.7283 -0.5868  0.098
C -1.0387 -6.0622 -0.5210  -0.128
C -2.3010 -5.5098 -0.7559  -0.097
H -3.3766 -3.7530 -1.4698  0.114
H -0.9495 -7.0686 -0.1033  0.096
H -3.2011 -6.0842 -0.5260  0.098
Si -0.4022 6.3414 -3.2667  0.095
Cl -0.6630 5.3293 -5.0709  0.269
C 1.4315 6.2662 -2.8963  -0.221
C -1.4782 5.4538 -2.0241  -0.223
C -0.9599 8.1201 -3.5078  -0.228
H 1.7752 5.2236 -2.8790  0.030
H 1.6438 6.7220 -1.9201  0.032
H 1.9995 6.8119 -3.6626  0.025
H -0.3453 8.6275 -4.2645  0.024
H -0.8676 8.6744 -2.5627  0.030
H -2.0090 8.1637 -3.8312  0.027
H -1.1421 4.4115 -1.9128  -0.042
H -2.5275 5.4600 -2.3520  0.033
H -1.4201 5.9450 -1.0423  0.032
C 1.2218 0.1054 6.2945  -0.079
C -0.1175 -0.0416 5.5847  -0.634
C -0.6041 -1.4832 5.7016  -0.083
C -1.1562 0.8852 6.2155  -0.096
C 0.0658 0.3104 4.1564  0.031
C 0.2261 0.7116 3.0220  -0.075
H 1.1159 -0.0938 7.3652  0.079
H 1.6074 1.1196 6.1531  0.076
H 1.9413 -0.6030 5.8768  0.077
H -0.7554 -1.7542 6.7572  0.081
H -1.5575 -1.6193 5.1804  0.076
H 0.1240 -2.1816 5.2802  0.059
H -0.8537 1.9319 6.0936  0.072
H -2.1327 0.7428 5.7365  0.064
H -1.2654 0.6783 7.2891  0.078

Forces on the atoms, in the same order (eV/Å):
-0.05 0.07 -0.08
0.33 -1.02 -0.15
-0.16 0.07 0.27
-0.14 -0.27 -0.16
0.33 0.01 0.02
-0.18 0.44 0.08
0.17 -0.15 -0.57
-0.23 0.25 -0.03
0.07 -0.35 0.19
0.13 0.15 -0.01
-0.18 0.09 -0.02
-0.53 0.40 0.19
0.07 -0.05 -0.35
0.43 0.81 -0.35
-0.69 -1.12 0.35
0.06 -0.18 -0.02
-0.16 -0.05 0.03
-0.02 0.04 0.02
0.37 -0.14 0.27
0.01 -0.20 0.23
-0.14 0.08 0.02
-0.01 0.10 -0.15
0.25 -0.05 0.12
0.01 0.14 -0.24
-0.05 0.27 0.00
0.13 -0.12 0.13
-0.31 -0.02 0.33
-1.29 0.47 -0.95
0.82 -0.83 -0.15
2.26 4.25 2.80
-0.25 0.14 0.18
-3.38 -1.29 -2.70
1.44 -2.05 1.82
0.28 0.08 0.31
0.64 -0.34 0.16
0.14 -0.15 0.07
-0.04 -0.07 -0.07
0.24 0.20 0.18
0.27 0.21 0.18
-0.68 -0.04 -0.20
0.13 0.09 0.12
0.94 0.06 0.42
0.00 -0.30 -0.11
-1.34 0.66 -0.01
1.29 -1.04 -0.90
-0.11 0.03 -0.31
-0.32 0.07 0.01
-0.08 -0.13 0.29
-0.19 -0.12 0.16
0.53 0.26 0.45
-0.09 0.47 0.15
-0.02 -0.36 0.26
-0.16 0.37 -0.47
-0.29 -0.16 0.07
-0.10 0.28 -0.21
-0.12 -0.08 0.18
0.29 -0.30 0.06
-0.33 0.01 -0.02
0.02 -0.03 0.09
0.12 0.07 -0.06
0.20 -0.21 0.05
-0.06 0.30 -0.13
0.26 0.15 -0.04
-0.15 -0.12 0.39
-0.01 0.07 -0.22
-0.02 0.03 -0.01
0.17 0.09 -0.06
0.04 0.03 -0.12
-0.10 0.22 0.05
-0.01 -0.11 -0.15
-0.12 -0.13 0.15
-0.15 -0.10 0.16
-0.02 -0.12 -0.18
0.24 -0.02 0.09
-0.14 0.27 0.02
0.26 -0.02 0.07
-0.01 -0.13 -0.16
0.21 0.06 0.15
0.07 -0.04 -0.28
-0.20 -0.40 0.17
-0.16 0.24 -0.02
0.03 0.36 -1.05
-0.87 -0.16 -0.58
0.02 0.02 -0.03
0.02 -0.11 0.08
0.06 0.07 0.03
0.05 0.09 -0.14
0.13 0.05 0.01
-0.01 0.05 -0.04
-0.15 -0.14 0.00
0.20 0.15 0.05
0.09 -0.04 -0.17


# 2
Computed, not measured: a cluster of 2 separate species, C2H7NS3 in total at a distorted geometry, with ωB97M-V with the def2-TZVPD basis set.

E_tot (Ha): -1329.5944
Frontier orbital gap (alpha / beta) (eV): 7.1 / 8.3
Maximum force (eV Å⁻¹): 2.98
Net charge: 0
Energy relative to the best compared isomer or geometry (same formula, charge and spin) (kJ/mol): 182.7

Last column: Löwdin charge in e.
Atoms and positions in Å:
C 1.6389 0.7068 0.8188  -0.202
C -0.6481 1.1623 0.2922  -0.254
N 0.6586 1.0844 -0.1163  -0.189
S -2.2621 -2.4438 -0.9534  0.260
S 0.7163 -1.1618 -1.8117  0.186
S -0.3464 -1.8824 -0.4259  -0.106
H 1.4031 -0.0754 1.5646  0.081
H 2.4839 0.4761 0.1360  0.075
H 1.7268 1.7053 1.3174  0.110
H -1.3405 0.4248 -0.2374  0.051
H -0.7624 1.1295 1.4077  0.095
H -1.1400 2.0769 0.0906  0.062
H -2.1281 -3.2028 -2.0826  -0.168

Forces on the atoms, in the same order (eV/Å):
0.44 0.74 -0.64
-2.12 -0.98 1.84
0.07 0.12 -2.04
-0.82 -0.04 -0.59
0.46 0.62 -0.87
-0.04 -1.39 1.00
-0.04 0.20 -0.31
0.17 0.02 1.37
0.84 -0.75 0.32
0.90 0.49 0.83
-0.13 -0.78 -0.51
-0.14 1.45 -0.92
0.42 0.30 0.53


# 3
Computed, not measured: an isolated molecule of CH4N2O2S at a distorted geometry, with ωB97M-V with the def2-TZVPD basis set.

E_tot (Ha): -698.5584
Frontier orbital gap (eV): 8.4
Maximum force (eV Å⁻¹): 3.91
Net charge: 0
Energy relative to the best compared isomer or geometry (same formula, charge and spin) (kJ/mol): 306.9

Last column: Löwdin charge in e.
Atoms and positions in Å:
C 0.4348 -0.1215 -0.3105  -0.597
N 0.7489 1.1633 -0.5764  0.095
N -1.0583 -0.2948 -0.0604  -0.041
O 0.9777 -2.6646 -0.2710  -0.654
O -1.7054 0.7840 0.6362  -0.052
S 1.5907 -1.3178 -0.4317  0.877
H 0.1890 1.8796 -0.2839  0.067
H 1.7044 1.2310 -0.6814  0.062
H -1.2255 -1.2997 0.4243  0.179
H -1.6562 0.6406 1.5548  0.066

Forces on the atoms, in the same order (eV/Å):
-3.78 0.55 0.84
0.13 -3.00 -0.60
2.22 -3.04 0.96
-0.25 -0.47 0.25
0.62 -0.32 -2.63
-0.57 0.37 -0.05
-1.49 2.05 0.94
2.21 1.26 -0.36
0.47 3.12 -1.32
0.42 -0.52 1.98


# 4
Computed, not measured: a structure of composition C31H44N6OV at a distorted geometry, with ωB97M-V with the def2-TZVPD basis set.

E_tot (Ha): -2555.0113
Multiplicity: 2
Frontier orbital gap (alpha / beta) (eV): 6.4 / 6.7
Maximum force (eV Å⁻¹): 4.68
Net charge: +2

Last column: Mulliken spin population.
Atoms and positions in Å:
V -0.2385 0.1840 -0.3631  1.118
C 2.6268 -1.9225 2.2890  -0.001
C 3.0343 -0.7636 3.1906  0.001
C 2.4340 -0.8719 4.5985  0.000
C 2.8823 0.6024 2.5376  -0.003
C 3.8620 1.5171 2.9097  0.002
C 4.0190 2.7330 2.2805  -0.003
C 3.2330 3.0289 1.1828  0.002
C 2.2229 2.1668 0.7834  -0.022
C 1.4133 2.5416 -0.4344  0.014
C 0.6959 3.8727 -0.2339  0.001
C 2.2932 2.5531 -1.6852  -0.002
C 1.9768 0.9846 1.5179  -0.005
N 0.7799 0.2991 1.2727  -0.059
C 0.0788 -0.1440 2.2918  0.013
C -1.0467 -0.9006 2.0044  0.020
C -1.9756 -1.6142 2.7945  0.013
C -2.8363 -2.2222 1.9136  -0.002
C -2.4467 -1.8618 0.5998  0.032
N -1.3607 -1.0713 0.6644  -0.112
C -3.1442 -2.3436 -0.6382  -0.011
C -2.6888 -3.7931 -0.8944  0.003
C -4.6642 -2.3319 -0.4207  0.000
C -2.8227 -1.4794 -1.8586  0.029
H 3.0114 -2.8528 2.6988  0.000
H 3.0736 -1.7719 1.3073  0.000
H 1.5472 -2.0198 2.1907  0.002
H 4.1170 -0.8578 3.3260  0.000
H 1.3834 -1.1475 4.5806  0.000
H 2.5483 0.0630 5.1410  0.000
H 2.9601 -1.6447 5.1522  0.000
H 4.5301 1.2479 3.7142  0.000
H 4.7884 3.4124 2.6071  0.000
H 3.4057 3.9457 0.6426  0.000
H 0.6399 1.7459 -0.6176  -0.015
H 1.4232 4.6754 -0.1457  0.000
H 0.0989 3.8652 0.6782  0.000
H 0.0529 4.0964 -1.0834  -0.001
H 3.0631 3.3174 -1.6092  0.000
H 1.6961 2.7508 -2.5743  0.000
H 2.7818 1.5881 -1.7986  0.000
H 0.3851 0.0744 3.3113  -0.001
H -1.9790 -1.6817 3.8641  0.001
H -3.6637 -2.8532 2.1676  0.001
H -2.8469 -4.4099 -0.0138  0.000
H -1.6337 -3.8327 -1.1583  0.000
H -3.2667 -4.2138 -1.7135  0.000
H -4.9663 -3.0503 0.3341  0.000
H -5.1625 -2.5989 -1.3491  0.000
H -5.0060 -1.3441 -0.1170  0.000
H -1.7449 -1.3452 -1.9737  0.010
H -3.2967 -0.5010 -1.7623  0.003
H -3.2159 -1.9555 -2.7551  0.001
N -3.1933 3.1399 -0.0656  0.002
C -3.0889 2.9824 1.2842  -0.001
C -2.1162 2.0454 1.4851  0.003
N -1.6308 1.6247 0.2844  -0.029
C -2.2999 2.3064 -0.6429  0.005
C -1.9823 2.1196 -2.0261  0.024
N -1.1347 1.1576 -2.3651  -0.002
C -0.9748 1.2380 -3.7070  0.011
C -1.7394 2.2644 -4.1933  -0.001
N -2.3716 2.8152 -3.1215  0.002
H -3.8440 3.7588 -0.5261  0.000
H -3.6963 3.5251 1.9798  0.000
H -1.7461 1.6593 2.4142  -0.001
H -0.3372 0.5624 -4.2416  0.000
H -1.8749 2.6293 -5.1906  0.000
H -2.9966 3.6071 -3.1686  0.000
C 0.7513 -2.1633 -3.1700  -0.007
C 1.3545 -1.7925 -1.8023  0.005
C 2.7975 -1.2833 -1.9768  -0.004
C 1.3059 -3.0247 -0.8759  -0.004
O 0.6252 -0.8083 -1.1960  -0.029
H 1.3766 -2.9139 -3.6440  -0.001
H 0.7120 -1.2936 -3.8205  0.000
H -0.2483 -2.5748 -3.0504  0.002
H 3.4600 -2.1106 -2.2114  0.000
H 3.1311 -0.8091 -1.0520  0.000
H 2.8452 -0.5638 -2.7923  0.000
H 1.6392 -3.9086 -1.4106  0.000
H 0.2824 -3.1783 -0.5332  0.001
H 1.9428 -2.8758 -0.0108  0.000

Forces on the atoms, in the same order (eV/Å):
-3.21 2.66 2.12
0.18 0.13 0.16
-0.20 -0.16 0.10
0.21 0.01 -0.14
-0.04 0.01 -0.25
-0.14 0.15 -0.06
0.01 -0.07 -0.07
-0.05 -0.10 0.02
-0.14 -0.44 0.32
0.43 0.32 0.11
-0.35 -0.33 -0.02
-0.28 -0.29 -0.02
1.33 1.14 0.22
-0.16 0.14 -0.17
-0.74 -0.80 0.51
0.07 -0.12 0.92
0.35 0.26 -0.29
0.13 0.20 -0.14
-0.31 -0.02 0.29
-0.16 -0.27 -0.47
-0.01 -0.08 -0.33
-0.05 0.18 0.01
0.20 0.05 0.02
0.02 -0.06 0.37
-0.01 -0.13 0.01
-0.03 -0.10 -0.11
0.00 -0.13 -0.05
-0.11 0.03 -0.05
-0.18 -0.04 0.04
-0.02 0.07 0.11
-0.04 -0.10 0.10
0.11 -0.06 0.06
0.09 0.13 0.01
0.02 0.12 -0.11
0.36 0.91 -0.16
0.07 0.02 -0.03
-0.03 0.03 0.01
-0.05 0.09 -0.12
-0.01 0.05 0.06
-0.02 0.06 -0.09
0.12 0.00 -0.08
0.02 -0.03 -0.11
0.01 0.00 0.26
-0.15 -0.16 0.02
0.00 -0.09 0.07
0.07 -0.05 -0.03
-0.03 -0.06 -0.10
-0.07 -0.08 0.10
-0.06 -0.04 -0.09
-0.07 0.08 0.03
-0.14 -0.07 -0.16
0.04 0.07 -0.03
0.05 0.01 -0.08
0.29 -0.28 -0.47
0.35 -0.31 0.46
-0.40 0.35 0.53
-0.57 0.76 -0.76
-0.29 0.39 0.46
0.08 0.00 -0.67
-0.11 0.23 1.46
-0.02 0.17 -0.56
0.35 -0.40 -0.25
-0.03 -0.11 0.52
0.05 -0.06 -0.02
-0.09 0.10 0.09
-0.05 -0.01 0.10
0.05 -0.03 -0.15
-0.04 0.07 -0.18
0.04 -0.09 0.06
-0.06 0.34 0.49
1.99 -2.79 -1.58
-0.51 0.10 0.16
-0.10 0.45 -0.05
1.78 -1.68 -2.14
0.08 -0.04 0.01
0.00 0.06 -0.10
-0.08 -0.04 -0.04
0.01 -0.10 0.00
0.11 -0.04 0.00
0.06 0.08 -0.02
0.03 -0.04 -0.08
0.03 -0.10 0.00
0.01 -0.03 0.06